12
Properties=species:S:1:pos:R:3:forces:R:3:mulliken_charge:R:1 method="wB97M-V/def2-TZVPD" homo_energy_ev=-10.335 energy_ha=-323.4785 gap_ha=0.39532 de_lowest_kcal_mol=25.83 charge=0
N -1.852656 -2.006225 1.700464 0.6 0.9 -0.1 -0.40
C -1.239410 -1.023886 1.658393 -0.5 -0.8 0.0 0.14
C -0.489224 0.200537 1.606660 0.1 0.1 -0.1 -0.48
C 0.011738 0.694686 0.472209 -0.1 0.0 0.2 0.01
C -0.100272 0.070253 -0.882903 0.0 0.0 0.1 -0.48
C 1.242850 0.020385 -1.581566 0.3 0.1 0.1 0.03
O 2.277888 0.368187 -1.068282 -0.4 -0.1 -0.3 -0.46
H -0.343794 0.714388 2.551864 -0.1 -0.1 -0.1 0.35
H 0.572003 1.624681 0.524603 -0.1 -0.1 0.0 0.35
H -0.789343 0.641773 -1.523307 0.1 -0.1 0.1 0.27
H -0.512152 -0.947040 -0.834153 0.1 0.1 0.0 0.34
H 1.222370 -0.357738 -2.623982 0.0 0.0 0.1 0.34